i) {"formula": "C5H6N2S", "method": "ωB97M-V/def2-TZVPD", "species": ["C", "C", "C", "C", "C", "H", "H", "H", "H", "H", "H", "N", "N", "S"], "coordinates": [[0.51852, -0.12443, -0.34923], [0.95293, 1.24644, -0.22094], [1.30110, 2.38666, -0.08395], [-1.80846, -0.03102, 0.42926], [-1.58936, -1.40178, -0.12513], [3.18282, 0.22621, 0.04444], [1.54982, 3.42213, -0.08860], [-1.38721, 0.18264, 1.42633], [-2.67923, 0.54815, 0.14963], [-1.04167, -2.12196, 0.47369], [-2.28960, -1.83005, -0.81877], [1.24267, -1.15240, -0.24508], [-0.85487, -0.25955, -0.62750], [2.90256, -1.09103, 0.03586]], "lowdin_charge": [-0.4935, -0.0839, 0.1471, -0.1146, -0.1089, -0.1618, 0.0384, 0.1207, 0.1011, 0.1017, 0.0998, -0.3210, -0.0620, 0.7371], "homo_energy_ev": -8.47, "homo_lumo_gap_ev": 9.2, "smiles": "C#C/C(=N\\S)N1CC1"}

ii) {"formula": "C5H6N2S", "method": "ωB97M-V/def2-TZVPD", "species": ["C", "C", "C", "C", "C", "H", "H", "H", "H", "H", "H", "N", "N", "S"], "coordinates": [[1.09010, 1.33593, 0.77315], [1.12798, -0.11841, 0.32195], [1.02182, -0.01271, -1.30708], [-0.44851, -0.52257, -0.92260], [-1.22968, -1.59703, -1.60290], [1.91275, 1.96562, 0.70731], [1.97616, -0.68021, 0.88191], [1.66669, -0.71898, -1.80255], [1.04030, 0.97791, -1.62821], [-1.10502, 0.44402, -0.73465], [-0.67431, -0.61239, 0.97261], [0.04162, -1.06026, 0.37559], [-1.82871, -2.67428, -1.70874], [-0.10483, 1.89091, 1.71003]], "lowdin_charge": [-0.5950, -0.4109, -0.0081, -0.3355, -0.1225, 0.0262, 0.1686, 0.1042, 0.0712, 0.1597, 0.0759, 0.0133, 0.1221, 0.7306], "homo_energy_ev": -9.45, "homo_lumo_gap_ev": 8.6}

iii) {"formula": "C5H6N2S", "method": "ωB97M-V/def2-TZVPD", "species": ["C", "C", "C", "C", "C", "N", "N", "S", "H", "H", "H", "H", "H", "H"], "coordinates": [[-1.09716, -0.05867, -0.19650], [-1.64641, 1.17367, 0.03671], [0.30914, 0.03256, -0.21856], [0.51649, 1.37892, 0.04305], [1.40339, -0.96847, -0.41995], [-0.64699, 2.10485, 0.01207], [2.37973, -0.56526, 0.59864], [3.11487, 0.77036, -0.10929], [-1.67115, -1.03564, -0.30265], [-2.60581, 1.52679, 0.25442], [0.96355, -1.94045, -0.24314], [1.82664, -0.94935, -1.36920], [-0.92357, 3.08407, -0.07983], [1.97684, -0.41842, 1.50256]], "lowdin_charge": [-0.0826, -0.1462, -0.3137, -0.0752, -0.3028, 0.0103, -0.4453, 0.7381, 0.1233, 0.0931, 0.1122, 0.0639, 0.1568, 0.0683], "homo_energy_ev": [-8.26, -8.26], "homo_lumo_gap_ev": [7.1, 7.1]}

iv) {"formula": "C5H6N2S", "method": "ωB97M-V/def2-TZVPD", "species": ["C", "C", "C", "C", "C", "N", "N", "S", "H", "H", "H", "H", "H", "H"], "coordinates": [[0.44600, -2.06611, -0.11484], [-0.38538, 0.26476, -1.10802], [-1.75164, 0.17797, -1.15298], [0.08370, 0.36042, 0.18532], [1.47786, 0.57679, 0.59986], [0.63159, -3.20288, 0.01997], [-0.91756, 0.59163, 1.09264], [-2.46743, 0.56260, 0.40479], [0.50178, 0.25226, -1.85216], [-2.28406, 0.25559, -2.10869], [2.07769, 0.24776, -0.22691], [1.67752, -0.09246, 1.45756], [1.70591, 1.69883, 0.72977], [-0.79599, 0.37284, 2.07368]], "lowdin_charge": [-0.2969, -0.1942, -0.3248, -0.4860, -0.0543, -0.1101, -0.2274, 1.0076, 0.1689, 0.0904, 0.0696, 0.0996, 0.1273, 0.1303], "homo_energy_ev": [-8.30, -8.30], "homo_lumo_gap_ev": [7.5, 7.5]}

Which of them is least stable? Easy: iii).

i) {"formula": "C4H10NO", "method": "ωB97M-V/def2-TZVPD", "species": ["C", "C", "H", "H", "H", "H", "C", "O", "C", "N", "H", "H", "H", "H", "H", "H"], "coordinates": [[-0.79749, 3.00489, 0.06396], [-1.46197, 3.10233, 1.20804], [-0.44957, 3.91168, -0.43087], [-0.61339, 2.06712, -0.46448], [-1.80206, 4.04771, 1.61864], [-1.63665, 2.21932, 1.81213], [0.45063, -1.03330, -0.98962], [-0.04999, 0.21084, -0.92418], [0.58558, -1.71361, 0.39109], [1.20459, -3.04030, 0.26746], [-0.18696, -1.74092, -1.59491], [1.47349, -1.09731, -1.44644], [1.18494, -1.05881, 1.02912], [-0.42226, -1.76576, 0.82567], [0.98606, -3.67662, 1.01765], [1.00194, -3.45674, -0.62984]], "lowdin_charge": [-0.0805, -0.1151, 0.0344, 0.0008, 0.0183, 0.0325, -0.5578, -0.3571, -0.3183, -0.0537, 0.0762, 0.0804, 0.0893, 0.0887, 0.0287, 0.0333], "charge": -1, "homo_energy_ev": -2.49, "homo_lumo_gap_ev": 6.8}

ii) {"formula": "C4H10NO", "method": "ωB97M-V/def2-TZVPD", "species": ["C", "N", "C", "C", "C", "O", "H", "H", "H", "H", "H", "H", "H", "H", "H", "H"], "coordinates": [[-2.48084, 0.38776, -0.10794], [-1.17950, 0.25759, -0.75363], [-0.08056, 0.21593, 0.23836], [1.28729, 0.24595, -0.42110], [2.25038, -0.59231, 0.44203], [2.02121, -1.91533, 0.28018], [-2.86329, -0.57478, 0.28504], [-3.22421, 0.66862, -0.85886], [-2.39894, 1.11246, 0.69713], [-1.16545, -0.64867, -1.21056], [-0.19215, -0.68988, 0.84369], [-0.23181, 1.12778, 0.81352], [1.28246, -0.32101, -1.35297], [1.63787, 1.26538, -0.54666], [3.28453, -0.29873, 0.15498], [2.05301, -0.24076, 1.49679]], "lowdin_charge": [-0.1776, -0.1501, -0.2814, -0.2304, -0.5808, -0.3811, 0.0682, 0.0558, 0.0621, 0.0924, 0.1084, 0.0964, 0.0934, 0.0827, 0.0669, 0.0751], "charge": -1, "homo_energy_ev": -2.19, "homo_lumo_gap_ev": 6.1, "smiles": "CNCCC[O-]"}

iii) {"formula": "C4H10NO", "method": "ωB97M-V/def2-TZVPD", "species": ["C", "N", "C", "C", "C", "O", "H", "H", "H", "H", "H", "H", "H", "H", "H", "H"], "coordinates": [[0.55419, 1.20734, -1.26672], [-0.38439, 1.20874, -0.14818], [-1.45511, -0.92644, 0.20019], [-0.33152, -0.03576, 0.69796], [1.01895, -0.78592, 0.75572], [1.42906, -1.27774, -0.42236], [0.48670, 2.04721, -1.94500], [0.38469, 0.36221, -1.92930], [1.60354, 1.02946, -1.00717], [0.10972, 1.86466, 0.45352], [-1.13638, -1.47933, -0.67394], [-1.83446, -1.64954, 0.92903], [-2.30807, -0.28682, -0.02302], [-0.69545, 0.40418, 1.63543], [1.74773, -0.07800, 1.24586], [0.81079, -1.60422, 1.49796]], "lowdin_charge": [-0.1899, -0.0977, -0.1079, -0.4136, -0.5213, -0.3500, 0.0462, 0.0625, 0.0634, 0.0717, 0.0600, 0.0579, 0.0530, 0.1119, 0.0765, 0.0772], "charge": -1, "homo_energy_ev": -2.21, "homo_lumo_gap_ev": 6.7, "smiles": "CN[C@@H](C)C[O-]"}

iv) {"formula": "C4H10NO", "method": "ωB97M-V/def2-TZVPD", "species": ["C", "N", "C", "C", "C", "O", "H", "H", "H", "H", "H", "H", "H", "H", "H", "H"], "coordinates": [[-1.77998, -0.27863, 0.72207], [-0.36001, 0.09664, 1.01534], [0.45506, -1.19650, -0.97595], [0.76544, -0.16790, 0.15577], [1.30947, 1.45803, -0.25391], [0.72608, 2.30154, 0.64647], [-2.28321, 0.35135, -0.03361], [-2.47316, -0.32818, 1.54313], [-1.75205, -1.31619, 0.27359], [-0.38721, 1.13006, 1.14030], [1.27261, -1.69798, -1.49087], [-0.06009, -1.98691, -0.41201], [-0.42263, -1.01336, -1.63493], [1.59289, -0.41128, 0.97360], [2.39495, 1.57442, -0.30444], [1.00184, 1.48490, -1.36455]], "lowdin_charge": [-0.1572, -0.1456, -0.1116, -0.3655, -0.4192, -0.3809, 0.0592, 0.0380, 0.0515, 0.0464, 0.0487, 0.0334, 0.0666, 0.1266, 0.0479, 0.0616], "charge": -1, "homo_energy_ev": -2.29, "homo_lumo_gap_ev": 6.5, "smiles": "CN[C@@H](C)C[O-]"}

Which of them is least stable? Easy: iv).